No. 1
{
  "formula": "C28H26BN8O4ReS2",
  "method": "ωB97M-V/def2-TZVPD",
  "elements": ["Re", "O", "C", "O", "C", "C", "C", "N", "C", "C", "C", "C", "C", "C", "C", "N", "C", "C", "C", "C", "C", "N", "H", "H", "H", "H", "H", "H", "H", "H", "H", "H", "C", "N", "C", "C", "N", "B", "N", "C", "C", "N", "C", "C", "S", "C", "S", "H", "H", "H", "H", "H", "H", "H", "H", "H", "H", "H", "H", "O", "C", "C", "C", "C", "O", "N", "H", "H", "H", "H"],
  "positions_angstrom": [[-0.29372, -0.16069, -0.33683], [2.81513, -6.10239, -2.59713], [1.58546, -5.98269, -2.45486], [0.62681, -6.75959, -2.60958], [1.15522, -4.55997, -2.04919], [-0.16773, -4.25935, -1.74256], [-0.49136, -3.02332, -1.25478], [0.42109, -2.01844, -1.08418], [1.69474, -2.31010, -1.40793], [2.07967, -3.55085, -1.86394], [2.62869, -1.23321, -1.12728], [3.96121, -1.29513, -1.50423], [4.80691, -0.27248, -1.12661], [4.28396, 0.76408, -0.37507], [2.93757, 0.76274, -0.07252], [2.08808, -0.20969, -0.44915], [-1.80287, -2.74443, -0.67793], [-2.91584, -3.55890, -0.80840], [-4.03894, -3.27020, -0.06269], [-4.01360, -2.19453, 0.82016], [-2.89423, -1.40016, 0.85961], [-1.81009, -1.64375, 0.08953], [-0.88429, -5.06398, -1.84997], [3.11427, -3.81356, -2.04574], [4.32648, -2.12743, -2.08642], [5.85176, -0.29385, -1.40743], [4.89865, 1.58614, -0.03581], [2.51996, 1.58744, 0.47210], [-2.88839, -4.41078, -1.47148], [-4.91938, -3.89412, -0.14613], [-4.84912, -1.97266, 1.46925], [-2.82616, -0.55688, 1.53231], [-1.61931, 4.28426, -1.71676], [-1.20690, 4.08469, -0.32921], [-1.64279, 4.84801, 0.72985], [-0.96403, 4.41778, 1.81095], [-0.09086, 3.41666, 1.41953], [1.10096, 3.19194, 2.46020], [1.87535, 1.80709, 2.49603], [3.18557, 1.81088, 2.93519], [3.59107, 0.52851, 3.06612], [2.52510, -0.26099, 2.69774], [2.53741, -1.72619, 2.67185], [1.49763, 0.54041, 2.36758], [-0.09772, -0.01636, 1.92315], [-0.27983, 3.20572, 0.11179], [0.48956, 2.06162, -0.95562], [-2.63480, 4.67141, -1.71906], [-1.57071, 3.34120, -2.25074], [-0.96125, 4.99505, -2.21208], [-2.39002, 5.61491, 0.61886], [-1.00399, 4.74827, 2.83327], [1.95893, 4.00503, 2.20965], [0.59803, 3.36120, 3.54340], [3.70809, 2.73366, 3.11793], [4.53333, 0.10950, 3.37400], [3.53904, -2.05737, 2.41079], [1.83633, -2.07944, 1.92146], [2.25830, -2.12431, 3.64437], [-1.54535, 0.01704, -2.31271], [-2.38973, 0.67286, -1.66367], [-3.74646, 1.17815, -2.04255], [-4.21927, 1.82666, -0.72970], [-3.10719, 1.57536, 0.29242], [-3.11097, 1.84539, 1.45747], [-2.07164, 0.89944, -0.38775], [-4.36537, 0.33567, -2.35056], [-3.67839, 1.85231, -2.89571], [-5.12948, 1.37094, -0.34069], [-4.40858, 2.89575, -0.80189]],
  "forces_ev_per_a": [[1.56, -0.17, 0.13], [-0.38, 0.11, 0.22], [0.15, -0.52, -0.65], [0.25, 0.31, 0.23], [-0.21, 0.32, 0.33], [0.14, -0.28, -0.23], [-0.05, 0.33, 0.11], [-0.94, -0.54, -0.04], [-0.03, 0.17, -0.07], [0.29, -0.14, -0.12], [-0.05, -0.22, -0.08], [0.08, 0.09, 0.07], [0.09, -0.07, -0.03], [-0.04, -0.01, 0.04], [-0.05, 0.05, -0.16], [0.00, 0.22, -0.13], [0.08, 0.20, 0.00], [0.01, -0.10, 0.02], [-0.11, -0.02, 0.04], [-0.04, -0.07, -0.01], [0.41, -0.09, 0.07], [-0.62, -0.07, 0.14], [-0.01, 0.02, 0.02], [-0.01, 0.04, -0.03], [-0.06, -0.02, 0.01], [-0.02, 0.03, 0.00], [-0.03, -0.01, 0.01], [0.03, -0.02, -0.23], [0.00, 0.00, 0.01], [0.01, 0.02, 0.01], [0.02, 0.00, -0.02], [-0.03, 0.03, -0.03], [-0.01, -0.04, 0.20], [-0.22, -0.02, -0.24], [0.00, -0.02, -0.17], [0.19, -0.17, 0.05], [0.02, 0.06, 0.25], [-0.06, 0.01, 0.06], [-0.06, 0.28, 0.33], [-0.17, 0.10, -0.04], [-0.03, -0.13, -0.05], [0.15, -0.26, 0.09], [0.00, 0.23, -0.03], [-0.28, -0.01, 0.21], [0.19, 0.03, 0.33], [0.09, 0.08, 0.10], [-0.14, 0.41, -0.15], [-0.02, 0.01, -0.03], [0.00, -0.06, -0.02], [0.03, 0.02, 0.02], [0.03, -0.04, -0.02], [0.00, -0.02, -0.04], [-0.12, -0.05, -0.03], [0.11, -0.07, -0.12], [-0.03, -0.03, 0.00], [-0.03, 0.00, 0.00], [0.02, 0.00, 0.02], [-0.04, 0.02, -0.01], [-0.01, 0.00, 0.02], [0.05, 0.10, -0.01], [0.25, -0.39, -0.24], [0.07, 0.13, 0.08], [0.00, -0.07, 0.01], [0.18, -0.23, -0.44], [0.02, 0.08, 0.12], [-0.61, 0.41, 0.16], [0.00, -0.02, -0.02], [-0.02, 0.05, 0.03], [-0.02, 0.03, 0.00], [0.03, 0.04, -0.03]],
  "e_tot_ha": -2721.067749,
  "e_lumo_ha": [-0.150, -0.183],
  "homo_energy_ev": [-10.261, -10.258],
  "gap_ev": [6.2, 5.3],
  "spin_multiplicity": 2,
  "total_charge": 1,
  "s_squared": 0.76
}

No. 2
{
  "formula": "C28H26Br3N7O2SZr",
  "method": "ωB97M-V/def2-TZVPD",
  "elements": ["Zr", "N", "C", "S", "N", "N", "C", "C", "C", "C", "C", "C", "C", "C", "C", "C", "C", "C", "N", "H", "H", "H", "H", "H", "H", "H", "H", "H", "H", "H", "Br", "C", "C", "C", "N", "C", "C", "C", "C", "C", "Br", "C", "C", "N", "H", "H", "H", "H", "H", "H", "Br", "O", "C", "O", "C", "N", "C", "C", "C", "H", "H", "H", "H", "H", "H", "H", "H", "H"],
  "positions_angstrom": [[-0.27103, -0.00257, 0.13886], [3.78859, -0.44557, 2.10312], [2.79988, -0.28964, 1.20070], [1.95443, 1.23572, 1.15747], [2.59097, -1.29244, 0.39323], [1.50731, -1.12361, -0.45016], [1.62790, -1.56422, -1.66074], [2.88538, -2.10238, -2.21307], [3.40405, -1.52905, -3.37423], [4.58892, -2.00404, -3.91354], [5.23736, -3.07551, -3.31428], [4.71050, -3.66267, -2.17040], [3.54491, -3.17045, -1.60757], [0.40778, -1.49767, -2.50844], [0.33851, -2.16129, -3.71450], [-0.84167, -2.12146, -4.44367], [-1.91464, -1.42108, -3.93257], [-1.77506, -0.78898, -2.71044], [-0.64166, -0.81143, -2.00602], [4.14081, 0.36307, 2.58404], [4.39027, -1.24849, 2.01256], [2.88768, -0.70309, -3.85279], [4.99867, -1.54658, -4.80445], [6.15380, -3.45812, -3.74393], [5.21349, -4.50380, -1.71123], [3.14174, -3.61349, -0.70839], [1.19477, -2.71730, -4.06718], [-0.91799, -2.64119, -5.38992], [-2.85878, -1.36698, -4.45637], [-2.59979, -0.24865, -2.27794], [-5.45388, 4.31404, 0.94254], [-4.23438, 3.03089, 0.36212], [-4.52714, 1.68248, 0.47589], [-3.56366, 0.77129, 0.09202], [-2.38156, 1.13068, -0.42234], [-2.14587, 2.44178, -0.58956], [-3.02397, 3.42430, -0.18285], [-0.85506, 2.77396, -1.23514], [-0.65018, 3.98642, -1.86028], [0.56256, 4.21658, -2.48498], [0.87393, 5.83677, -3.34561], [1.53491, 3.23165, -2.46793], [1.26045, 2.05766, -1.80598], [0.08572, 1.81324, -1.19573], [-5.47536, 1.34396, 0.86750], [-3.73017, -0.29134, 0.20332], [-2.77988, 4.47240, -0.27862], [-1.43108, 4.73183, -1.89647], [2.49436, 3.37765, -2.94367], [2.01097, 1.28397, -1.74457], [-1.72673, -2.08461, 0.64465], [0.09500, -0.58042, 2.44289], [-0.66674, 0.37093, 2.69071], [-1.03932, 1.17374, 1.77619], [-1.24916, 0.49358, 4.07685], [-0.48110, -0.44771, 4.97209], [-1.43454, -1.02210, 6.01497], [-2.81647, -0.48349, 5.62671], [-2.68099, -0.03968, 4.16539], [-1.16662, 1.50927, 4.45819], [0.32671, 0.00343, 5.39889], [-0.10628, -1.17260, 4.34554], [-1.10241, -0.68919, 6.99264], [-1.35647, -2.10386, 5.96770], [-3.08345, 0.35997, 6.26232], [-3.57927, -1.24839, 5.75075], [-3.39574, 0.72957, 3.88323], [-2.79421, -0.88568, 3.48245]],
  "forces_ev_per_a": [[-0.32, 0.36, 0.52], [-0.03, 0.12, 0.08], [0.14, 0.10, -0.08], [-0.23, -0.34, -0.28], [-0.21, -0.15, -0.05], [0.72, -0.17, -0.14], [-0.05, -0.12, -0.13], [-0.06, -0.10, -0.04], [0.01, 0.03, -0.01], [0.01, -0.02, 0.01], [0.00, 0.00, -0.01], [0.00, 0.01, -0.01], [0.01, -0.02, -0.03], [0.17, 0.07, 0.19], [0.04, -0.15, -0.19], [0.02, -0.05, -0.06], [-0.07, 0.00, -0.05], [0.10, 0.05, 0.06], [0.19, -0.25, -0.34], [0.01, -0.02, 0.00], [0.01, 0.00, -0.02], [0.01, -0.02, 0.01], [0.00, -0.01, 0.02], [-0.01, 0.01, 0.01], [-0.01, 0.02, -0.02], [0.00, 0.01, 0.00], [-0.03, 0.00, -0.01], [0.01, 0.01, 0.02], [0.02, 0.00, 0.01], [-0.03, 0.03, 0.03], [-0.09, 0.09, 0.03], [-0.07, 0.05, 0.07], [-0.01, -0.11, -0.03], [0.00, -0.04, -0.04], [0.12, 0.09, 0.16], [0.17, 0.01, -0.12], [-0.09, 0.04, -0.10], [-0.01, -0.13, 0.09], [-0.11, 0.07, -0.08], [0.01, 0.13, -0.04], [0.02, 0.09, -0.05], [0.13, -0.09, -0.03], [-0.17, -0.10, 0.01], [0.13, 0.65, -0.35], [0.00, 0.00, 0.00], [0.01, -0.03, 0.02], [-0.02, -0.04, 0.02], [0.04, -0.01, 0.00], [-0.03, -0.01, 0.00], [0.01, -0.04, 0.03], [-0.19, -0.16, -0.09], [-0.09, -0.09, 0.00], [-0.03, 0.13, 0.03], [-0.24, 0.02, 0.88], [0.06, -0.06, 0.15], [-0.10, 0.06, 0.07], [0.01, 0.10, -0.12], [0.05, 0.01, -0.05], [0.04, -0.03, 0.04], [0.04, 0.02, 0.04], [-0.02, 0.03, 0.00], [0.03, -0.03, -0.02], [0.01, -0.01, 0.04], [-0.02, -0.02, -0.04], [0.01, 0.01, -0.01], [-0.01, 0.02, 0.01], [-0.02, -0.02, 0.00], [0.00, -0.01, 0.00]],
  "e_tot_ha": -9783.428708,
  "e_lumo_ha": -0.225,
  "homo_energy_ev": -13.169,
  "gap_ev": 7.0,
  "total_charge": 2
}